Computed, not measured: a cluster of 2 separate species, C3H5BrN2O4 in total in a non-equilibrium geometry, with the ωB97M-V functional and the def2-TZVPD basis.

XYZ file:
```
15
Properties=species:S:1:pos:R:3:forces:R:3
C -1.510 0.210 -1.136 -0.04 0.07 0.08
C -0.133 0.663 -0.684 0.15 -0.12 -0.47
C 0.065 0.646 0.778 -0.84 -0.35 -0.16
N 0.826 -2.100 0.309 -0.55 1.88 0.58
N 1.313 0.976 1.308 0.51 0.06 0.42
O 1.138 -2.010 -0.823 0.44 -1.09 -0.54
O 0.758 -2.895 1.167 0.22 -1.04 0.03
O 1.440 1.003 2.523 0.35 0.10 0.18
O 2.202 1.206 0.496 0.21 0.08 -0.16
Br -1.262 0.340 2.027 -0.06 0.01 -0.26
H -1.567 0.230 -2.222 0.00 -0.01 -0.04
H -2.290 0.858 -0.738 -0.04 -0.02 -0.03
H -1.712 -0.805 -0.797 -0.06 -0.06 -0.03
H 0.095 1.666 -1.064 -0.01 0.02 0.13
H 0.638 0.014 -1.144 -0.28 0.47 0.27
```
Positions in Å, forces in eV/Å.

## Properties
**LUMO energy (spin up / spin down)**: -0.073 / -0.059 Eh
**HOMO energy (spin up / spin down)**: -10.40 / -9.22 eV
**2S+1**: 1
**ΔE to the lowest compared entry with this formula, charge and spin**: 82.9 kJ/mol
**Total charge**: 0
**Kohn-Sham gap (spin up / spin down)**: 8.40 / 7.61 eV

Results of the Mulliken charge analysis, in e, for atoms 1 through 4: number 1, C, carries -1.48; number 2, C, carries 0.28; number 3, C, carries -0.42; number 4, N, carries 0.84